# 1
This record from OMol25 describes a structure of composition C4H5O6Pt in a non-equilibrium geometry. The level of theory is the ωB97M-V functional and the def2-TZVPD basis.

ORCA input file:
```
! RIJCOSX wB97M-V def2-TZVPD def2/J DEFGRID3
* xyz 0 4
O 2.89769 -0.87243 0.44254
C 2.43366 0.05009 -0.27654
O 2.92170 1.20745 -0.26195
O 1.41417 -0.28484 -1.07370
Pt 3.96239 0.46232 1.03712
C 0.06316 -0.32071 -0.65112
C -0.39146 -1.31754 0.37222
H -0.45847 -0.51054 -1.59654
H 0.21666 -0.93804 1.24457
H -0.10294 -2.33486 0.09274
O -2.49598 0.56020 -0.52474
C -1.61050 1.32400 -0.20781
O -0.31746 1.03467 -0.21951
O -1.78718 2.46078 0.44514
H -2.00105 3.16234 -0.18366
H -1.41525 -1.28728 0.75748
*
```

energy above the lowest of the compared OMol25 structures with the same formula, charge and spin: 88.6 kJ/mol
gap between HOMO and LUMO (alpha / beta): 0.2678 / 0.3079 Ha
molecular weight: 344.16 u
E_LUMO (alpha / beta): 0.4 / -2.0 eV
HOMO level (alpha / beta): -6.934 / -10.415 eV
⟨S²⟩: 3.757

=====

# 2
This record from OMol25 describes a structure of composition C4H5OP in a non-equilibrium geometry. The level of theory is the ωB97M-V functional and the def2-TZVPD basis.

ORCA input file:
```
! RIJCOSX wB97M-V def2-TZVPD def2/J DEFGRID3
* xyz 0 1
C 1.65243 -1.70590 -0.09789
C 1.80730 -0.54035 0.48059
C 0.77413 -0.66717 -0.52255
C -1.12808 1.42399 -0.19241
O -2.83673 -0.53887 0.00573
P -1.36112 -0.38764 0.26709
H 1.90866 -2.74612 -0.16978
H 2.59885 -0.04404 1.21116
H -0.38083 1.87898 0.42313
H -2.05447 1.74728 -0.11607
H -0.98014 1.57983 -1.28902
*
```

energy above the lowest of the compared OMol25 structures with the same formula, charge and spin: 401.1 kJ/mol
gap between HOMO and LUMO: 0.2928 Ha
molecular weight: 100.06 u
E_LUMO: -0.4 eV
HOMO level: -8.328 eV

=====

# 3
This record from OMol25 describes a structure of composition C4H5OP in a non-equilibrium geometry. The level of theory is the ωB97M-V functional and the def2-TZVPD basis.

ORCA input file:
```
! RIJCOSX wB97M-V def2-TZVPD def2/J DEFGRID3
* xyz 0 1
C 0.81901 0.17369 0.52818
C -0.04299 1.16607 0.43844
C -0.06518 -0.79957 -0.07862
C -1.11893 0.35011 -0.25369
O -3.60200 -0.52282 -0.56138
P -2.80547 0.09843 0.46540
H 1.83520 0.13221 0.72088
H 0.09862 2.18608 0.63269
H 0.44371 -1.13856 -1.13876
H -0.25249 -1.67931 0.62063
H -1.32725 0.41881 -1.40855
*
```

energy above the lowest of the compared OMol25 structures with the same formula, charge and spin: 143.7 kJ/mol
gap between HOMO and LUMO: 0.3110 Ha
molecular weight: 100.06 u
E_LUMO: -0.5 eV
HOMO level: -8.972 eV

=====

# 4
This record from OMol25 describes a structure of composition C4H5OP in a non-equilibrium geometry. The level of theory is the ωB97M-V functional and the def2-TZVPD basis.

ORCA input file:
```
! RIJCOSX wB97M-V def2-TZVPD def2/J DEFGRID3
* xyz 0 1
C 0.80287 -0.43270 0.65953
C 0.44047 0.90392 0.37648
C 0.05406 -1.23724 -0.25016
C -0.60677 -0.01502 -0.93895
O 1.51944 -0.84607 1.56316
P 0.32388 2.25325 1.31493
H 0.58903 -1.72954 -1.09059
H -0.41930 -2.09552 0.28689
H -1.73110 0.05435 -0.70346
H -0.34303 0.23783 -1.92691
H -0.62954 2.90674 0.70908
*
```

energy above the lowest of the compared OMol25 structures with the same formula, charge and spin: 273.9 kJ/mol
gap between HOMO and LUMO: 0.3128 Ha
molecular weight: 100.06 u
E_LUMO: -1.1 eV
HOMO level: -9.611 eV

=====

# 5
This record from OMol25 describes an isolated molecule of C4H5OP in a non-equilibrium geometry. The level of theory is the ωB97M-V functional and the def2-TZVPD basis.

ORCA input file:
```
! RIJCOSX wB97M-V def2-TZVPD def2/J DEFGRID3
* xyz 0 3
C 0.54492 -1.24128 0.08519
C -0.78641 -0.61945 0.21863
C 1.73070 -0.62249 0.13310
C -0.88496 0.73136 0.46432
O 3.05071 -0.92501 0.18666
P 2.81249 0.81508 0.00338
H 0.62527 -2.24805 -0.14302
H -1.47529 -1.41438 -0.02514
H 0.04193 1.21598 0.77932
H -1.82536 1.24341 0.58914
H 2.93883 0.67169 -1.40575
*
```

energy above the lowest of the compared OMol25 structures with the same formula, charge and spin: 218.8 kJ/mol
gap between HOMO and LUMO (alpha / beta): 0.2106 / 0.2999 Ha
molecular weight: 100.06 u
E_LUMO (alpha / beta): 0.2 / -2.0 eV
HOMO level (alpha / beta): -5.565 / -10.129 eV
⟨S²⟩: 2.009

=====

# 6
This record from OMol25 describes an isolated molecule of C4H6. The level of theory is the ωB97M-V functional and the def2-TZVPD basis.

ORCA input file:
```
! RIJCOSX wB97M-V def2-TZVPD def2/J DEFGRID3
* xyz 0 1
C 0.99871 -0.32166 0.93268
C 0.21151 0.64820 0.10615
C -0.94944 0.30681 -0.56919
C -2.08326 -0.30828 -0.75870
H 1.80256 -0.79645 0.35520
H 0.34207 -1.11031 1.31328
H 1.47300 0.19980 1.77269
H 0.62448 1.64578 -0.03737
H -0.23928 0.66401 -1.43440
H -2.29637 -0.78826 -1.71464
*
```

energy above the lowest of the compared OMol25 structures with the same formula, charge and spin: 393.8 kJ/mol
gap between HOMO and LUMO (alpha / beta): 0.2854 / 0.2855 Ha
molecular weight: 54.09 u
E_LUMO (alpha / beta): -0.1 / -0.1 eV
HOMO level (alpha / beta): -7.845 / -7.846 eV

=====

# 7
This record from OMol25 describes an isolated molecule of C4H6 in a non-equilibrium geometry. The level of theory is the ωB97M-V functional and the def2-TZVPD basis.

ORCA input file:
```
! RIJCOSX wB97M-V def2-TZVPD def2/J DEFGRID3
* xyz 0 1
C 1.04985 0.59040 1.50136
C 0.64526 1.16524 0.36047
C -0.45480 0.35020 0.00392
C -0.38535 -0.85754 -0.81710
H 0.54877 -0.38043 1.78305
H 1.00403 2.05201 0.03427
H -1.45150 0.54057 0.35413
H -0.36231 -0.65677 -1.95879
H -1.22569 -1.55309 -0.70469
H 0.63173 -1.25058 -0.55663
*
```

energy above the lowest of the compared OMol25 structures with the same formula, charge and spin: 363.3 kJ/mol
gap between HOMO and LUMO (alpha / beta): 0.3290 / 0.2998 Ha
molecular weight: 54.09 u
E_LUMO (alpha / beta): 0.2 / -0.1 eV
HOMO level (alpha / beta): -8.748 / -8.235 eV

=====

# 8
This record from OMol25 describes a cluster of 2 separate species, C4H6 in total in a non-equilibrium geometry. The level of theory is the ωB97M-V functional and the def2-TZVPD basis.

ORCA input file:
```
! RIJCOSX wB97M-V def2-TZVPD def2/J DEFGRID3
* xyz 0 1
C 1.44199 0.47255 -0.13734
C -1.78813 -1.60646 0.02466
C 0.91557 1.64534 0.02740
C -1.58735 -0.99891 1.12865
H 2.35118 0.41392 -0.76978
H 0.91947 -0.35206 0.31839
H -2.28109 -1.28641 -0.82293
H -1.40221 -2.68776 -0.19817
H 1.35708 2.59307 -0.28143
H 0.07350 1.80673 0.71054
*
```

energy above the lowest of the compared OMol25 structures with the same formula, charge and spin: 397.1 kJ/mol
gap between HOMO and LUMO: 0.3510 Ha
molecular weight: 54.09 u
E_LUMO: -0.6 eV
HOMO level: -10.159 eV

=====

# 9
This record from OMol25 describes a cluster of 2 separate species, C4H6 in total in a non-equilibrium geometry. The level of theory is the ωB97M-V functional and the def2-TZVPD basis.

ORCA input file:
```
! RIJCOSX wB97M-V def2-TZVPD def2/J DEFGRID3
* xyz 0 1
C -0.09665 -0.14787 0.37831
C 2.08201 0.03631 0.95332
C -0.76634 -0.74871 -0.72646
C -1.00937 0.73204 -0.25439
H 1.90651 0.85569 1.66292
H 2.16072 -1.03642 1.13592
H -0.07142 -0.68566 -1.56352
H -1.65243 -1.43501 -0.66930
H -1.98866 1.03360 0.11996
H -0.56435 1.39602 -1.03678
*
```

energy above the lowest of the compared OMol25 structures with the same formula, charge and spin: 704.9 kJ/mol
gap between HOMO and LUMO (alpha / beta): 0.3272 / 0.2671 Ha
molecular weight: 54.09 u
E_LUMO (alpha / beta): 0.0 / -0.6 eV
HOMO level (alpha / beta): -8.922 / -7.892 eV

=====

# 10
This record from OMol25 describes an isolated molecule of C4H6 in a non-equilibrium geometry. The level of theory is the ωB97M-V functional and the def2-TZVPD basis.

ORCA input file:
```
! RIJCOSX wB97M-V def2-TZVPD def2/J DEFGRID3
* xyz 0 1
C 0.67095 0.94584 1.36731
C -0.16437 0.69109 0.37569
C -0.61886 -0.56298 -0.24772
C -0.16473 -0.97368 -1.39101
H 1.01247 0.15876 1.95014
H 0.99959 1.83432 1.74082
H -0.53276 1.51510 -0.29873
H -1.43938 -1.03989 0.25994
H -0.45825 -1.94049 -1.80452
H 0.69534 -0.62807 -1.95192
*
```

energy above the lowest of the compared OMol25 structures with the same formula, charge and spin: 73.5 kJ/mol
gap between HOMO and LUMO: 0.4009 Ha
molecular weight: 54.09 u
E_LUMO: 1.2 eV
HOMO level: -9.698 eV

=====

# 11
This record from OMol25 describes a structure of composition C4H6AuO3 in a non-equilibrium geometry. The level of theory is the ωB97M-V functional and the def2-TZVPD basis.

ORCA input file:
```
! RIJCOSX wB97M-V def2-TZVPD def2/J DEFGRID3
* xyz 3 3
C 3.43608 -0.93314 -1.10902
C 2.33751 -1.14535 -0.63818
H 4.42249 -0.77565 -1.52137
H 0.83479 -1.15152 -0.17329
H 2.78062 -2.10086 -0.07724
Au -2.06256 -2.18607 0.77284
O -2.33102 -0.42624 0.96884
C -1.25452 -0.23451 0.37484
O -0.47292 -1.25986 0.21722
O -0.82713 0.91942 -0.03709
C -1.59142 2.10967 0.26011
H -1.00485 2.93615 -0.14630
H -2.56427 2.04168 -0.23543
H -1.70281 2.20629 1.34405
*
```

energy above the lowest of the compared OMol25 structures with the same formula, charge and spin: 278.0 kJ/mol
gap between HOMO and LUMO (alpha / beta): 0.3169 / 0.1077 Ha
molecular weight: 299.06 u
E_LUMO (alpha / beta): -14.7 / -20.3 eV
HOMO level (alpha / beta): -23.365 / -23.206 eV
⟨S²⟩: 2.013

=====

# 12
This record from OMol25 describes a structure of composition C4H6B5F20LiO3 in a non-equilibrium geometry. The level of theory is the ωB97M-V functional and the def2-TZVPD basis.

ORCA input file:
```
! RIJCOSX wB97M-V def2-TZVPD def2/J DEFGRID3
* xyz -4 1
Li -4.55504 20.58511 4.80550
B -0.27558 22.85615 4.41068
F 0.17160 22.85737 3.09110
F 0.71102 22.46259 5.26302
F -0.67348 24.09529 4.83790
F -1.39303 22.04521 4.56952
B -4.43215 24.64801 8.72325
F -5.56626 25.22575 8.25038
F -3.80173 23.79766 7.87187
F -3.60225 25.67917 9.05660
F -4.79833 24.00038 9.85819
B -1.82876 19.00086 8.95380
F -1.04495 19.48421 9.91746
F -1.42800 17.74173 8.54320
F -3.04666 18.86014 9.54760
F -1.85676 19.88756 7.93827
B -7.44887 20.58037 7.60373
F -7.45660 20.88940 8.96909
F -8.51179 19.74304 7.31519
F -7.55347 21.69913 6.90238
F -6.20423 20.02660 7.21792
B -4.48691 16.71712 4.11031
F -4.00742 15.80872 3.17984
F -3.43552 17.11638 4.92779
F -5.20532 17.81344 3.60087
F -5.29928 15.99942 4.90009
C -4.44438 27.10909 3.16875
C -5.93861 26.60679 2.99578
C -6.34954 26.44816 1.50382
O -5.73542 25.22975 1.18849
C -5.59998 24.49344 2.26937
O -5.41300 23.31455 2.37165
O -6.04465 25.22302 3.27685
H -4.37706 28.19146 3.05891
H -3.78215 26.58138 2.48239
H -4.17591 26.94789 4.21280
H -6.57894 27.24189 3.60793
H -6.02477 27.19180 0.77607
H -7.42531 26.28456 1.44017
*
```

energy above the lowest of the compared OMol25 structures with the same formula, charge and spin: 283.8 kJ/mol
gap between HOMO and LUMO: 0.2461 Ha
molecular weight: 543.05 u
E_LUMO: 6.3 eV
HOMO level: -0.384 eV